1.
# C33H35N3O7RbSTe

C33H35N3O7RbSTe as an isolated structure (ωB97M-V with the def2-TZVPD basis set, the OMol25 dataset).

LUMO energy   2.0 eV
Total charge   -1
HOMO   -4.9 eV
Frontier orbital gap   6.84 eV

The geometry in XYZ format:
```
81
C33H35N3O7RbSTe (ωB97M-V with the def2-TZVPD basis set)
Rb 0.36647 0.61967 1.23386
O -2.41125 2.67407 0.64811
C -2.29316 1.46102 0.43937
O -1.67611 0.91755 -0.53509
C -2.99061 0.50949 1.47175
C -2.92871 -0.96121 1.05032
C -3.94334 -1.81739 1.83262
C -3.21128 -2.01137 3.18593
C -1.99757 -1.09969 2.97708
O -1.67327 -1.39616 1.60016
C -2.48167 0.37241 2.97349
C -1.51638 1.40897 3.65121
O -2.08046 2.38591 4.16738
O -0.28989 1.11216 3.68305
H -4.01990 0.87162 1.49874
H -2.92830 -1.09403 -0.02804
H -4.11520 -2.76867 1.32749
H -4.90324 -1.30959 1.93870
H -2.88982 -3.04656 3.31478
H -3.80946 -1.72245 4.05028
H -1.13159 -1.28376 3.60626
H -3.37078 0.44456 3.60088
C 4.92149 -0.56567 -0.95511
N 3.70219 -0.03636 -1.53314
C 3.69459 0.78754 -2.60586
C 2.56189 1.34964 -3.08967
C 1.34235 1.01743 -2.41277
N 1.35140 0.18435 -1.39696
C 2.49090 -0.31600 -0.87467
O 2.51372 -0.99360 0.14755
N 0.13593 1.49446 -2.76411
H 5.74501 -0.38540 -1.64439
H 4.80741 -1.63414 -0.78649
H 5.12143 -0.08689 0.00319
H 4.65995 0.97880 -3.05743
H 2.58534 2.00321 -3.94906
H 0.08074 2.26888 -3.40060
H -0.62266 1.35672 -2.07213
Te -0.61641 -2.18815 -1.70400
C -1.57724 -4.08567 -1.81296
C -1.69941 -4.81355 -0.62889
C -2.36860 -6.03289 -0.61683
C -2.91525 -6.53542 -1.78892
C -2.80079 -5.81334 -2.96999
C -2.14239 -4.59127 -2.97999
C 1.20108 -2.74070 -2.64077
C 2.17911 -3.44290 -1.93971
C 3.40452 -3.71800 -2.53235
C 3.67102 -3.28072 -3.82364
C 2.70533 -2.57236 -4.52578
C 1.47385 -2.30769 -3.93692
H -1.27945 -4.40826 0.28380
H -2.46182 -6.58658 0.30950
H -3.43596 -7.48519 -1.78265
H -3.23497 -6.20115 -3.88382
H -2.06813 -4.02375 -3.89969
H 1.98735 -3.74869 -0.91946
H 4.15984 -4.26741 -1.98278
H 4.63009 -3.49220 -4.28135
H 2.90925 -2.22553 -5.53173
H 0.72065 -1.74851 -4.47836
C -1.55583 5.44112 4.61705
C -0.69865 5.07845 3.44045
C -1.12740 5.32922 2.14176
C -0.41035 4.86547 1.05296
C 0.77691 4.18522 1.27199
C 1.23203 3.92485 2.55673
C 0.48387 4.36765 3.63194
S 1.63707 3.51103 -0.12472
C 2.63290 4.97419 -0.52139
O 2.62738 2.50200 0.38407
H -2.23793 6.25853 4.37916
H -0.94860 5.72581 5.47813
H -2.13034 4.54968 4.87995
H -2.07861 5.82170 1.98146
H -0.80952 4.96439 0.05113
H 2.11519 3.31663 2.70533
H 0.78237 4.09974 4.63724
H 3.24477 5.20082 0.35065
H 1.97705 5.80729 -0.76736
H 3.24985 4.69662 -1.37594
```

---

2.
# C33H35N8O7PW

C33H35N8O7PW as an isolated structure (ωB97M-V with the def2-TZVPD basis set, the OMol25 dataset).

LUMO energy (spin up / spin down)   -7.3 / -7.5 eV
Total charge   +2
2S+1   3
HOMO (spin up / spin down)   -14.1 / -14.2 eV
Frontier orbital gap (spin up / spin down)   6.85 / 6.69 eV
⟨S²⟩   2.022

The geometry in XYZ format:
```
85
C33H35N8O7PW (ωB97M-V with the def2-TZVPD basis set)
W 0.35709 -0.03027 0.34860
C -0.99548 3.81009 1.89515
C 0.07369 4.69320 1.74037
C 1.27357 4.21107 1.27407
C 1.40794 2.86131 0.93413
N 0.35692 2.01681 1.05501
C -0.81007 2.49723 1.55193
N 2.66168 2.45936 0.54145
C 3.01461 1.34215 0.04575
N 2.19278 0.23821 -0.33934
C 3.07310 -0.85892 -0.60069
N 2.77953 -2.07721 -0.82782
C 1.54317 -2.67800 -0.82722
C 1.47924 -3.96400 -1.37540
C 0.30047 -4.67071 -1.34954
C -0.82240 -4.09705 -0.74902
C -0.71072 -2.83406 -0.23162
N 0.44152 -2.11539 -0.27997
C 4.44700 -0.36938 -0.53060
C 5.64188 -1.03063 -0.75519
C 6.80826 -0.29710 -0.59085
C 6.77289 1.04668 -0.20982
C 5.57040 1.70013 0.02061
C 4.41231 0.96322 -0.15212
H -1.94865 4.13445 2.28662
H -0.03247 5.73710 2.00246
H 2.14427 4.84100 1.16734
H -1.60368 1.77118 1.67686
H 2.38575 -4.37313 -1.79621
H 0.25019 -5.66503 -1.77225
H -1.76263 -4.62506 -0.68253
H -1.55758 -2.34640 0.23838
H 5.65983 -2.07192 -1.04491
H 7.76540 -0.77136 -0.75860
H 7.70367 1.58405 -0.09095
H 5.53347 2.73762 0.32151
O 0.02153 -3.97902 6.91403
N -1.04188 -3.72368 6.40074
O -2.13291 -4.09498 6.76105
C -0.99952 -2.90512 5.16874
C -2.17978 -2.60231 4.51784
C -2.13851 -1.85834 3.35813
C -0.93136 -1.35071 2.82397
O -0.90557 -0.56739 1.77309
C 0.23908 -1.69871 3.54153
C 0.21060 -2.47037 4.69935
N 1.54204 -1.23251 3.13433
O 1.67408 -0.53548 2.09335
O 2.49608 -1.49420 3.79427
N -3.43166 -1.63838 2.68958
O -3.42166 -1.45708 1.48157
O -4.41890 -1.67145 3.37352
H -3.12636 -2.95604 4.90526
H 1.11968 -2.71826 5.22917
C -2.05014 2.54058 -3.41540
C -0.78178 2.01067 -2.73245
C -0.05532 3.11905 -1.97873
P -1.05137 0.44335 -1.78074
C -0.72994 -0.86385 -3.05289
C -1.55071 -0.71468 -4.33801
C 0.76066 -0.90265 -3.41580
C -2.75421 0.27033 -1.06181
C -3.74653 -0.59961 -1.83253
C -3.39249 1.61120 -0.67517
H -1.75861 3.12796 -4.28646
H -2.60362 3.19882 -2.74919
H -2.72048 1.75330 -3.75783
H -0.10306 1.65798 -3.51384
H -0.62453 3.46947 -1.11604
H 0.07689 3.96950 -2.64899
H 0.93635 2.80253 -1.65413
H -1.00036 -1.80608 -2.56910
H -1.28581 0.19754 -4.87277
H -2.62384 -0.72536 -4.17587
H -1.30685 -1.55023 -4.99565
H 1.01988 -0.08831 -4.09280
H 0.97699 -1.83242 -3.94256
H 1.42400 -0.84026 -2.55407
H -2.54712 -0.25854 -0.12976
H -4.10732 -0.10146 -2.73168
H -4.60697 -0.77731 -1.18612
H -3.33467 -1.57073 -2.10838
H -3.95841 2.02386 -1.50716
H -2.66899 2.36380 -0.35835
H -4.08988 1.44180 0.14605
```